# 1
The following is a DFT calculation (wB97M-V/def2-TZVPD) of a molecular structure, C29H56F10N2NbO9S5 in a non-equilibrium geometry.

Results
- LUMO energy (eV) = 1.936
- charge = -1
- HOMO-LUMO gap (eV) = 7.20

Element x y z (Å)
H  -0.845  -3.233  -7.055
C  0.422  -0.569  -0.013
H  5.546  -5.872  4.314
S  0.676  4.300  0.402
C  -3.845  -1.474  1.632
C  4.742  -6.608  4.282
H  -2.496  -5.039  1.493
C  -4.269  3.272  -2.964
C  -2.108  3.995  -3.727
H  7.172  -1.625  0.003
O  -2.948  0.463  4.839
H  1.705  0.760  -5.305
F  -4.754  -1.656  2.617
C  4.039  5.773  -1.807
O  -0.910  -3.951  3.564
H  -3.770  -0.636  7.420
F  3.530  6.886  -2.281
C  2.939  4.749  -1.377
H  -1.329  -1.703  -7.835
H  -0.818  -5.142  0.903
O  0.580  4.574  1.836
H  -2.496  -1.517  3.252
H  6.628  2.123  -0.767
H  2.659  0.386  -3.149
H  -4.847  -1.190  6.112
H  5.331  1.680  0.391
H  -6.073  2.582  -3.923
F  2.286  6.376  0.149
O  0.873  -0.642  -7.666
C  1.688  -0.007  -3.428
H  -1.598  -1.956  -6.138
H  -3.940  4.453  -4.749
H  2.972  0.827  0.290
C  5.660  1.633  -0.647
F  3.515  3.548  -1.377
C  -2.433  -1.289  2.189
F  1.980  4.811  -2.293
C  -0.897  -2.154  -6.948
H  -2.215  2.310  0.381
C  2.388  5.030  0.029
O  1.147  1.795  -1.870
C  -4.580  -0.349  6.752
H  2.314  -4.200  2.986
H  2.594  1.685  1.674
C  -3.493  3.947  -3.906
O  2.446  -7.115  3.072
F  4.878  6.040  -0.828
N  2.432  1.593  0.679
H  7.907  -0.003  -0.035
H  0.943  -0.960  -0.887
H  0.673  1.765  2.831
F  3.258  4.616  0.955
C  -2.353  -6.112  4.068
C  0.478  -1.525  -6.618
H  -5.683  0.216  4.242
C  0.360  -0.760  -5.314
O  4.506  -0.737  -0.795
H  -1.797  -1.999  1.658
H  1.559  -1.007  -3.026
H  -0.409  0.005  -5.488
C  6.981  -0.559  0.111
C  -5.774  3.245  -3.116
H  -3.242  -5.537  3.805
H  5.155  -7.592  4.068
H  -5.308  1.940  4.001
O  -2.024  0.014  1.943
H  0.129  -0.054  -7.818
H  -5.440  -0.022  7.337
F  4.757  5.224  -2.794
C  3.074  -4.617  3.645
Nb  0.457  1.681  0.021
H  -2.184  -6.060  5.142
S  -0.914  -5.404  3.253
H  -0.587  -0.974  -0.006
F  -4.282  -0.440  0.921
H  3.926  -3.939  3.695
H  -6.319  1.447  5.383
H  -1.194  0.460  3.717
H  -4.279  2.115  -1.181
H  -6.118  4.249  -3.353
H  -6.228  2.953  -2.174
H  0.991  -0.900  0.849
S  3.601  -6.189  2.956
H  -0.444  3.461  -2.504
H  -0.288  0.423  -2.567
C  -0.839  0.309  2.692
H  -0.026  -1.427  -4.546
O  -0.292  5.075  -0.366
H  6.563  -0.356  1.097
H  -0.933  2.368  2.329
H  -0.162  -0.547  2.728
H  -2.104  0.878  -0.546
F  -3.935  -2.553  0.834
N  1.609  -0.154  -4.886
H  4.205  -6.630  5.231
S  -3.994  1.015  5.735
H  -2.465  -7.152  3.763
C  -1.550  -5.574  1.581
H  -1.683  -6.632  1.352
H  1.202  -2.328  -6.554
C  -5.483  1.164  4.743
C  -1.713  1.897  -0.495
C  -2.250  2.651  -1.696
H  0.324  1.587  -3.711
C  0.619  0.950  -2.871
H  4.921  2.122  -1.276
C  -0.189  1.585  2.193
H  -1.474  4.520  -4.426
H  2.650  -4.777  4.636
S  5.791  -0.079  -1.151
C  -3.650  2.631  -1.894
C  -1.511  3.368  -2.629



# 2
The following is a DFT calculation (wB97M-V/def2-TZVPD) of 3 unconnected molecules or ions with the total composition C2H3Cl3NO in a non-equilibrium geometry.

Results
- LUMO energy (alpha / beta) (eV) = 2.961 / 2.960
- charge = -1
- HOMO-LUMO gap (alpha / beta) (eV) = 7.76 / 7.76
- ΔE to the lowest compared entry with this formula, charge and spin (kJ/mol) = 15.0

Element x y z (Å)
C  0.389  -0.698  1.087
N  -1.042  0.622  -2.235
H  -1.770  0.255  -1.684
Cl  -2.666  -0.011  0.487
O  -1.449  1.579  -3.001
Cl  1.948  1.496  0.737
H  -0.520  -0.078  0.906
C  1.623  -0.207  1.003
Cl  3.067  -1.134  1.477
H  0.420  -1.824  1.222



# 3
The following is a DFT calculation (wB97M-V/def2-TZVPD) of 13 unconnected molecules or ions with the total composition C67H160BN10O30 in a non-equilibrium geometry.

Results
- LUMO energy (eV) = 2.117
- charge = -1
- HOMO-LUMO gap (eV) = 8.24

Element x y z (Å)
H  31.800  21.946  16.493
N  23.483  25.223  19.500
C  20.963  26.012  15.438
H  18.066  26.295  21.258
N  23.159  18.952  22.634
H  12.278  25.408  18.221
H  32.255  22.602  14.897
H  24.927  15.880  16.080
C  28.695  19.254  28.451
O  30.687  24.383  12.912
H  30.766  17.574  24.246
H  18.909  24.374  17.194
C  26.745  21.126  19.946
H  28.878  18.125  15.827
H  28.872  19.934  29.276
O  23.510  24.077  16.595
H  28.659  19.636  16.681
H  27.766  23.092  17.712
H  33.861  22.613  17.161
C  22.818  25.052  20.783
H  29.916  19.449  15.387
H  28.122  22.787  11.762
C  25.819  20.687  14.287
C  31.361  19.060  23.003
H  19.275  20.332  23.701
H  16.929  24.115  16.101
H  21.767  26.729  15.384
C  26.490  26.373  13.234
H  22.267  18.733  12.248
H  24.212  25.578  12.078
C  23.178  16.227  12.139
N  21.572  17.269  18.478
C  23.907  17.202  17.804
C  18.531  20.226  18.511
H  23.450  20.413  21.167
H  31.820  24.034  17.428
H  20.323  24.054  15.006
H  22.013  18.788  24.301
H  25.073  23.752  10.740
O  22.917  27.802  17.073
H  18.789  26.012  19.182
H  25.546  21.450  22.039
H  26.936  26.558  15.594
H  26.250  19.457  15.711
C  25.024  20.756  22.726
C  14.931  24.737  16.516
H  32.280  19.458  23.489
H  22.802  18.961  18.385
H  35.835  22.917  13.002
C  26.981  20.441  23.972
C  19.969  18.679  19.760
H  24.445  27.581  18.471
H  22.165  19.757  15.675
C  23.343  24.933  12.286
H  22.295  26.682  13.189
O  25.860  22.081  19.755
C  24.200  12.487  21.292
C  18.466  25.291  21.564
H  35.708  23.770  16.396
H  18.013  20.316  17.556
H  14.741  24.579  15.474
H  20.049  24.797  19.280
O  25.334  20.340  18.315
O  13.794  24.453  17.323
H  26.743  14.926  23.020
N  16.932  24.514  18.116
H  31.671  18.213  22.367
C  20.629  17.285  19.574
O  19.772  26.735  14.991
C  28.557  23.434  12.478
H  19.274  21.370  13.496
H  23.937  22.363  10.434
H  19.937  28.138  16.560
O  31.529  20.284  20.989
C  23.937  19.753  13.023
H  19.923  19.876  25.392
H  32.586  24.703  13.306
C  26.009  24.363  22.507
H  23.907  23.155  21.090
C  30.377  19.345  25.203
H  28.733  25.332  12.998
C  22.034  25.773  12.599
H  23.799  14.974  22.300
H  35.813  24.679  13.499
C  24.181  23.194  11.085
H  26.816  21.212  24.708
H  19.207  21.064  18.491
C  31.097  21.277  20.039
C  26.427  20.012  18.964
O  28.031  19.765  14.701
H  24.639  16.914  14.642
O  27.097  19.001  18.822
H  22.404  21.442  22.999
H  26.406  23.503  21.945
H  26.830  25.065  22.497
C  23.752  26.967  17.837
H  18.222  27.877  15.826
H  33.898  24.214  17.823
O  19.407  19.438  15.399
H  29.817  22.217  15.016
H  31.672  21.166  19.088
H  23.421  20.556  13.495
H  22.749  18.132  13.906
C  26.813  24.937  13.046
H  27.663  20.888  23.213
H  23.813  11.059  19.680
H  21.782  24.699  20.722
C  22.734  26.150  18.639
O  27.634  21.148  20.725
C  23.856  13.472  18.690
C  32.004  24.259  12.576
O  23.060  24.110  11.197
C  22.890  17.886  18.659
C  31.701  22.766  15.838
H  13.487  26.497  17.548
C  30.628  20.054  22.067
O  25.953  16.282  21.803
H  24.418  13.790  23.515
C  18.359  24.103  18.149
O  18.433  24.396  20.471
H  34.744  25.131  15.734
C  23.512  28.409  15.971
C  33.675  23.668  16.871
H  28.768  18.280  28.863
H  25.732  16.148  23.815
H  28.693  18.371  26.037
H  19.466  19.127  16.324
O  24.789  24.982  21.981
H  23.216  23.823  22.539
H  24.186  11.755  22.134
C  20.154  20.605  15.199
C  20.182  20.783  13.649
H  32.208  23.210  12.536
H  20.928  20.345  22.647
H  22.091  21.429  15.559
H  25.569  26.474  13.808
O  24.945  22.565  17.483
H  25.740  18.955  13.151
H  24.425  25.588  19.755
C  16.188  23.964  16.930
N  25.190  13.499  21.653
N  21.039  24.899  13.231
H  25.774  23.993  23.516
C  29.697  18.623  26.347
H  20.889  25.887  16.529
H  25.613  13.973  20.870
H  23.549  15.571  12.946
H  28.113  16.439  21.616
H  27.708  19.339  28.026
H  23.193  12.962  21.226
N  25.133  19.508  13.733
H  25.507  11.150  20.197
C  27.166  17.026  21.716
H  20.101  19.764  13.157
H  18.547  23.050  18.344
H  36.836  23.400  14.327
H  29.682  19.614  21.719
O  23.839  17.471  12.238
C  23.107  18.485  12.902
H  23.131  17.784  19.715
H  21.987  24.259  15.052
H  30.377  20.997  22.551
H  16.044  22.835  16.817
C  23.695  24.117  21.638
H  20.116  25.306  12.934
H  26.978  20.928  16.144
H  20.675  19.453  20.029
H  24.528  21.276  23.519
H  30.435  22.437  12.340
H  12.334  25.632  16.488
C  22.604  19.605  23.862
O  20.910  21.410  24.417
H  19.929  16.540  19.427
C  28.362  23.419  16.865
H  28.440  24.497  16.942
H  30.197  17.689  26.534
H  23.335  19.993  24.586
H  31.346  19.758  25.454
C  19.221  27.446  16.116
N  28.071  24.764  12.455
C  12.979  25.555  17.402
H  23.604  15.766  11.237
C  24.074  19.851  21.880
H  24.397  22.748  12.027
O  23.709  17.444  16.455
C  28.899  19.230  15.700
H  23.615  27.740  15.102
H  28.391  27.651  15.584
H  18.971  26.679  16.817
C  29.955  23.429  12.203
H  27.659  19.675  24.439
H  21.228  17.117  20.524
C  18.979  24.960  19.242
H  32.254  24.563  11.565
H  27.169  17.697  22.578
N  32.309  23.914  16.529
H  24.883  17.464  18.068
H  28.445  23.035  13.475
H  22.154  26.871  19.201
H  25.027  21.256  14.805
H  26.034  24.521  12.363
C  30.257  22.890  15.676
H  22.884  12.930  18.589
H  24.669  19.172  21.247
O  34.751  23.327  14.691
H  27.860  23.121  15.962
H  28.543  25.888  15.301
H  26.275  21.303  13.543
C  26.825  20.265  15.322
H  23.589  18.051  22.851
O  27.671  27.043  13.752
O  20.292  22.276  21.002
H  29.801  20.290  24.980
O  29.668  22.834  16.982
H  22.770  26.071  21.352
H  19.605  21.514  15.620
H  22.075  16.315  12.090
H  31.206  22.279  20.450
O  21.613  22.812  18.530
H  21.087  21.296  13.323
C  27.922  26.744  15.141
H  22.841  29.186  15.609
H  17.868  24.846  22.340
O  23.500  21.711  19.105
C  24.835  16.900  15.770
H  18.938  21.289  25.107
C  24.695  14.424  22.676
H  25.773  17.487  16.102
H  20.875  22.333  20.266
H  21.499  26.221  11.694
H  24.523  28.908  16.027
C  35.857  23.618  13.888
C  25.804  15.443  22.984
O  29.750  19.461  27.524
O  24.925  12.634  19.054
H  23.787  16.135  17.936
H  26.295  26.805  12.224
C  22.788  22.578  18.432
C  21.535  20.559  15.976
H  19.536  25.289  21.955
H  23.631  24.343  13.180
H  21.377  20.675  17.005
O  19.219  18.968  18.557
B  24.897  21.709  18.650
C  21.075  24.736  14.695
H  24.391  26.259  17.320
H  26.761  24.311  13.952
H  19.203  18.552  20.601
H  30.041  21.140  19.762
H  15.137  25.807  16.653
H  21.175  17.299  17.523
N  30.468  18.494  24.010
H  27.130  17.736  20.877
H  17.801  20.361  19.276
H  16.642  24.135  18.959
H  30.038  23.858  15.268
H  19.452  22.554  20.671
C  19.699  20.686  24.643
C  34.777  24.056  15.918
C  24.601  11.750  20.007
H  24.184  13.941  17.796
C  23.778  23.191  17.343
H  22.134  25.601  17.915
O  25.911  19.821  23.371
H  23.713  14.350  19.356
C  21.631  20.702  23.389
H  24.154  20.105  12.003
H  30.121  23.714  11.202



# 4
The following is a DFT calculation (wB97M-V/def2-TZVPD) of a molecular structure, C5H11GdO3 in a non-equilibrium geometry.

Results
- LUMO energy (alpha / beta) (eV) = -5.375 / -6.326
- charge = +1
- spin multiplicity = 9
- HOMO-LUMO gap (alpha / beta) (eV) = 5.72 / 4.77
- ΔE to the lowest compared entry with this formula, charge and spin (kJ/mol) = 120.6

Element x y z (Å)
H  -1.444  -0.790  -0.436
C  4.072  -2.228  1.401
H  -3.169  0.046  -1.944
C  -1.177  0.277  -0.485
H  -4.121  2.873  -1.167
C  -0.223  0.610  0.651
O  -2.320  1.113  -0.389
H  4.836  -1.433  1.461
Gd  2.817  1.273  -0.945
H  2.459  -1.118  1.514
O  1.089  0.307  0.311
H  -0.541  0.038  1.544
H  4.469  -3.120  1.907
H  -0.342  1.667  0.956
H  -0.757  0.354  -1.500
H  -4.946  1.676  -2.353
O  2.870  -1.857  2.026
C  -4.200  1.868  -1.584
C  -3.296  0.927  -1.303
H  3.925  -2.482  0.336



# 5
The following is a DFT calculation (wB97M-V/def2-TZVPD) of 2 unconnected molecules or ions with the total composition C4H8Br2O2 in a non-equilibrium geometry.

Results
- LUMO energy (eV) = 0.637
- charge = 0
- HOMO-LUMO gap (eV) = 10.93
- ΔE to the lowest compared entry with this formula, charge and spin (kJ/mol) = 0.0
- structure (SMILES) = CC(=O)O.BrCCBr

Element x y z (Å)
C  0.517  0.049  -2.606
Br  -1.129  -2.060  -1.726
C  -0.935  -0.228  -2.322
O  -0.372  -1.188  1.912
H  0.896  1.569  3.220
H  -0.572  -1.414  0.962
H  -1.341  0.425  -1.526
Br  0.711  1.881  -3.202
H  -1.572  -0.102  -3.219
C  0.135  0.072  1.882
H  1.241  -0.118  3.715
H  0.923  -0.604  -3.402
H  -0.410  0.551  3.905
C  0.486  0.546  3.261
O  0.271  0.697  0.854
H  1.154  -0.077  -1.709



# 6
The following is a DFT calculation (wB97M-V/def2-TZVPD) of 4 unconnected molecules or ions with the total composition C4H9N in a non-equilibrium geometry.

Results
- LUMO energy (eV) = 0.917
- charge = 0
- HOMO-LUMO gap (eV) = 8.99
- ΔE to the lowest compared entry with this formula, charge and spin (kJ/mol) = 504.1

Element x y z (Å)
N  -2.357  1.351  -0.015
H  1.712  0.467  -1.418
C  -1.910  0.219  -0.019
H  3.238  1.134  0.361
C  2.263  0.736  0.587
C  1.460  0.247  -0.382
H  -2.043  -1.636  -0.912
H  -1.936  -1.634  0.886
H  0.374  0.370  -0.281
H  -0.075  -1.698  -0.147
H  1.973  0.695  1.633
H  0.747  -1.305  -0.201
H  -1.734  2.155  -0.060
C  -1.713  -1.102  -0.030